Entry 1:
Density functional theory data (the ωB97M-V functional and the def2-TZVPD basis) for a molecular structure, C15H24NNiO7PSTe4 at a distorted geometry.

Element x y z (Å)
1 Ni -0.0322 -0.2371 2.1820
2 Te 2.9476 2.4466 6.2349
3 Te 4.6805 3.9212 7.9387
4 Te 3.5163 2.3537 3.4241
5 Te 1.2060 0.9014 4.0193
6 C -2.8686 -2.0095 -4.2435
7 C -2.5494 -1.9905 -2.7712
8 C -2.4853 -3.1773 -2.0418
9 C -2.2197 -3.1621 -0.6835
10 C -2.0138 -1.9529 -0.0270
11 C -2.0504 -0.7682 -0.7406
12 C -2.3162 -0.7964 -2.1048
13 S -1.7489 -2.0412 1.7544
14 O -2.6775 -3.0757 2.1726
15 O -0.3119 -2.3668 1.8514
16 N -2.0002 -0.6794 2.5185
17 C -3.1604 0.0672 2.0205
18 C -2.8653 1.4087 1.3081
19 O -3.8420 1.9008 0.7108
20 O -1.6916 1.8517 1.3759
21 H -3.6038 -2.7821 -4.4763
22 H -1.9760 -2.2149 -4.8412
23 H -3.2701 -1.0489 -4.5676
24 H -2.6624 -4.1241 -2.5427
25 H -2.1972 -4.0813 -0.1133
26 H -1.8569 0.1785 -0.2571
27 H -2.3458 0.1419 -2.6481
28 H -3.7998 0.2992 2.8789
29 H -3.7796 -0.5140 1.3327
30 C 1.6035 -0.4089 -2.8378
31 C 1.5922 0.7428 -1.8524
32 O 0.9679 0.3010 -0.6537
33 P 1.4132 0.8319 0.8398
34 O 2.9731 0.3348 0.8243
35 C 3.2711 -0.9478 1.3797
36 C 3.4540 -1.9730 0.2785
37 O 1.8009 2.3629 0.5601
38 C 0.8284 3.4208 0.7799
39 C 0.8853 4.3596 -0.4028
40 H 1.9477 -0.0700 -3.8188
41 H 0.5964 -0.8165 -2.9419
42 H 2.2627 -1.2055 -2.4916
43 H 1.0175 1.5820 -2.2574
44 H 2.6063 1.0956 -1.6457
45 H 2.4575 -1.2628 2.0402
46 H 4.1683 -0.8283 1.9894
47 H 2.5034 -2.1469 -0.2275
48 H 3.7948 -2.9201 0.7026
49 H 4.1869 -1.6301 -0.4556
50 H 1.1257 3.9278 1.7001
51 H -0.1681 2.9981 0.9171
52 H 1.9157 4.6563 -0.6112
53 H 0.3028 5.2565 -0.1839
54 H 0.4676 3.8913 -1.2956

Cartesian forces (eV/Å) of the 2 atoms listed first:
-0.10 1.36 -0.31
0.70 0.42 -0.25

The value obtained for the molar mass is 962.5 g/mol. The net charge is -2. As for the LUMO energy (spin up / spin down): 3.58 / 2.93 eV. Its spin multiplicity is 3. The value obtained for the calculated total energy is -122110.30441 eV. For the energy relative to the best compared isomer or geometry (same formula, charge and spin), the calculation gives 0.000 eV. Its largest force on an atom is 0.0452 hartree/bohr.



Entry 2:
Density functional theory data (the ωB97M-V functional and the def2-TZVPD basis) for 6 unconnected molecules or ions with the total composition C15H24NO18S at a distorted geometry.

Element x y z (Å)
1 N 1.0933 0.7807 0.0119
2 O 2.1704 0.2535 0.3048
3 O 1.1866 1.7910 -0.7085
4 O 0.0595 0.6395 0.8156
5 O -1.0733 -2.6029 -4.6646
6 S -1.7906 -1.3742 -4.6340
7 O -2.7139 -1.1675 -3.5898
8 O -0.5045 -0.2902 -4.5516
9 C 0.1759 -0.3378 -3.3207
10 C 1.5598 0.0887 -3.5958
11 C -2.5757 -1.0992 -6.1568
12 H 0.1513 -1.0460 -2.6227
13 H -0.4422 0.4933 -2.6575
14 H 2.0727 0.4045 -2.6901
15 H 1.6706 1.0540 -4.1831
16 H 2.4600 -0.5764 -3.9200
17 H -3.0371 -0.1765 -6.2889
18 H -3.4221 -1.8137 -6.2991
19 H -2.1794 -1.4561 -7.0229
20 C 1.9296 1.0328 3.6854
21 C 1.6874 -0.4678 3.6347
22 O 2.6715 -0.7148 4.8286
23 C 2.5526 0.3240 5.6786
24 O 2.8195 0.2489 6.7887
25 O 2.0457 1.2914 5.0693
26 H 1.2789 1.6308 3.2342
27 H 2.9419 1.5286 3.2118
28 H 2.0607 -0.8171 2.8611
29 H 0.7599 -0.6886 3.8456
30 C -2.4384 1.2721 -1.1248
31 C -2.7117 2.1130 -2.4138
32 O -4.0487 2.2792 -2.5813
33 C -4.7142 1.8304 -1.5614
34 O -5.9281 1.8418 -1.3389
35 O -3.8204 1.3408 -0.6307
36 H -1.6956 1.6539 -0.5861
37 H -2.3245 0.1652 -1.3378
38 H -2.2752 1.5454 -3.1765
39 H -2.2797 3.0172 -2.3455
40 C -2.7882 1.8928 2.5868
41 C -1.9131 0.8649 3.4387
42 O -2.1935 1.2787 4.7816
43 C -2.8945 2.3815 4.8494
44 O -2.8854 3.1435 5.8260
45 O -3.4036 2.7632 3.5602
46 H -3.7682 1.4105 2.0155
47 H -2.1760 2.2017 1.7202
48 H -1.0578 0.7228 3.0579
49 H -1.9571 -0.1712 3.2710
50 C 3.2969 -2.6789 0.1179
51 C 4.5253 -2.2348 0.8708
52 O 5.1992 -3.4141 1.1971
53 C 4.7694 -4.4553 0.5456
54 O 5.3824 -5.4791 0.3363
55 O 3.6943 -4.0721 -0.2418
56 H 2.9063 -1.9913 -0.6644
57 H 2.4859 -2.7962 0.7380
58 H 4.1692 -1.7067 1.7449
59 H 5.2364 -1.6521 0.2810

Cartesian forces (eV/Å) of the 2 atoms listed first:
0.40 3.69 3.73
0.14 -2.46 -0.09

The value obtained for the molar mass is 538.4 g/mol. The net charge is -1. As for the LUMO energy: 1.78 eV. Its spin multiplicity is 1. The value obtained for the calculated total energy is -65115.22511 eV. For the energy relative to the best compared isomer or geometry (same formula, charge and spin), the calculation gives 2.696 eV. Its largest force on an atom is 0.2064 hartree/bohr.



Entry 3:
Density functional theory data (the ωB97M-V functional and the def2-TZVPD basis) for a molecular structure, C15H25As2N2O2Pt.

Element x y z (Å)
1 Pt -0.2836 0.2353 1.3754
2 C 3.9226 2.2450 0.2531
3 C 2.6176 1.5030 0.1017
4 N 2.5701 0.2238 0.1482
5 O 3.8409 -0.3432 0.4087
6 C 1.4086 2.2892 -0.1530
7 C 1.5586 3.6816 -0.7060
8 N 0.1922 1.8159 0.0414
9 O -0.8129 2.5050 -0.3407
10 H 4.5500 1.7377 0.9808
11 H 3.7587 3.2723 0.5716
12 H 4.4629 2.2582 -0.6969
13 H 3.6026 -1.2656 0.5359
14 H 2.3451 3.7389 -1.4635
15 H 1.7907 4.4050 0.0836
16 H 0.6097 3.9666 -1.1513
17 C -4.2719 0.5837 -0.0050
18 As -2.5076 -0.2676 -0.1581
19 C -3.0702 -1.5251 -1.5970
20 C -2.6791 -1.6050 1.2871
21 C -3.7287 -1.5994 2.2005
22 C -3.7832 -2.5216 3.2378
23 C -2.7923 -3.4832 3.3588
24 C -1.7416 -3.4999 2.4505
25 C -1.6570 -2.5627 1.4274
26 As -0.1216 -2.5089 0.1951
27 C -0.3872 -4.3778 -0.4814
28 C 1.3243 -3.0101 1.4259
29 H -5.0619 -0.1599 0.1027
30 H -4.4321 1.1503 -0.9220
31 H -4.2880 1.2792 0.8328
32 H -3.7663 -2.2698 -1.2105
33 H -2.1984 -2.0242 -2.0183
34 H -3.5560 -0.9486 -2.3864
35 H -4.5078 -0.8516 2.1258
36 H -4.5963 -2.4830 3.9528
37 H -2.8293 -4.2120 4.1596
38 H -0.9684 -4.2526 2.5559
39 H -0.4679 -5.0960 0.3377
40 H 0.4598 -4.6513 -1.1131
41 H -1.2979 -4.4212 -1.0803
42 H 1.0905 -3.9029 2.0062
43 H 1.4873 -2.1627 2.0922
44 H 2.2208 -3.2071 0.8350
45 C 0.3297 0.1912 3.2562
46 H -0.1172 -0.4558 4.0147
47 H 1.2137 0.7139 3.6221

Cartesian forces (eV/Å) of the 2 atoms listed first:
-0.55 0.16 0.13
-0.06 0.03 0.09

The value obtained for the molar mass is 610.3 g/mol. The net charge is -1. As for the LUMO energy (spin up / spin down): 3.08 / 3.05 eV. Its spin multiplicity is 3. The value obtained for the calculated total energy is -147953.70156 eV. For the energy relative to the best compared isomer or geometry (same formula, charge and spin), the calculation gives 2.048 eV. Its largest force on an atom is 0.0149 hartree/bohr.



Entry 4:
Density functional theory data (the ωB97M-V functional and the def2-TZVPD basis) for a molecular structure, C15H25BI2N5O.

Element x y z (Å)
1 C 2.4696 3.3173 1.1657
2 C 1.5908 2.1163 1.3806
3 I 2.6421 0.3308 0.7943
4 C 0.3519 2.1400 1.8514
5 I -0.7437 0.3558 2.0337
6 B -0.4581 3.4939 2.3248
7 C -1.2847 4.1520 1.0585
8 C -2.4089 3.3367 0.4381
9 O -3.3004 2.8442 1.4476
10 H 3.4962 3.1022 1.4776
11 H 2.0859 4.1541 1.7501
12 H 2.5031 3.5787 0.1039
13 H 0.3545 4.3309 2.7068
14 H -1.2010 3.2093 3.2466
15 H -0.5696 4.3532 0.2471
16 H -1.7091 5.1120 1.3831
17 H -2.9951 3.9517 -0.2638
18 H -1.9879 2.4996 -0.1403
19 H -4.1022 2.5430 1.0081
20 C -1.8289 -2.6124 -0.4862
21 C -2.2361 -2.9337 0.8718
22 N -2.5401 -3.2113 1.9444
23 H -1.8006 -1.5335 -0.6315
24 H -0.8368 -3.0315 -0.6420
25 H -2.5254 -3.0527 -1.1989
26 C 5.3005 3.0887 -1.8021
27 C 3.9153 3.0156 -2.2384
28 N 2.8096 2.9359 -2.5323
29 H 5.8272 2.1775 -2.0794
30 H 5.7981 3.9419 -2.2595
31 H 5.3317 3.1935 -0.7185
32 C 2.2457 0.9586 -5.0245
33 C 2.8934 0.5113 -6.2491
34 N 3.4087 0.1587 -7.2122
35 H 2.3325 2.0359 -4.9096
36 H 1.1887 0.6986 -5.0362
37 H 2.7020 0.4933 -4.1533
38 C -4.8618 -5.4846 1.7329
39 C -6.2715 -5.5154 1.3732
40 N -7.3824 -5.5393 1.0867
41 H -4.3553 -6.3621 1.3326
42 H -4.3672 -4.5974 1.3451
43 H -4.7410 -5.4798 2.8143
44 C 0.9619 -5.6369 2.2270
45 C 0.7109 -5.1521 0.8787
46 N 0.5124 -4.7166 -0.1630
47 H 2.0319 -5.7489 2.3904
48 H 0.5660 -4.9235 2.9480
49 H 0.4769 -6.5995 2.3778

Cartesian forces (eV/Å) of the 2 atoms listed first:
0.15 -0.08 0.04
0.16 -0.16 -0.06

The value obtained for the molar mass is 556.0 g/mol. The net charge is -1. As for the LUMO energy: 2.08 eV. Its spin multiplicity is 1. The value obtained for the calculated total energy is -42335.40300 eV. Its largest force on an atom is 0.0060 hartree/bohr.



Entry 5:
Density functional theory data (the ωB97M-V functional and the def2-TZVPD basis) for a molecular structure, C15H25ClCuNO10 at a distorted geometry.

Element x y z (Å)
1 Cu 0.1255 -0.3946 -1.4612
2 Cl -0.2849 -1.5480 -3.9817
3 O -3.4019 2.7748 -3.3255
4 C -2.8032 3.1021 -2.1710
5 C -2.2170 1.9999 -1.2582
6 O -1.4800 0.9720 -1.8299
7 H -3.6084 3.5913 -1.5154
8 H -2.0641 3.9596 -2.2256
9 H -3.0571 1.4910 -0.7188
10 H -1.5410 2.4961 -0.5180
11 C 2.1423 -2.0537 1.6837
12 N 2.5357 -2.4256 0.2956
13 O 3.6929 -2.8079 0.1253
14 O 1.6593 -2.4713 -0.5209
15 H 1.1057 -2.3639 1.7750
16 H 2.2195 -0.9734 1.7892
17 H 2.8257 -2.5422 2.3666
18 O 2.3654 0.6121 -1.9422
19 C 3.3740 1.0207 -1.4872
20 O 4.0974 2.0226 -2.0600
21 C 5.1562 2.4614 -1.1959
22 C 5.1704 1.4907 0.0191
23 C 4.2107 0.3838 -0.3907
24 H 4.9525 3.4850 -0.8883
25 H 6.0489 2.3655 -1.8146
26 H 4.7204 2.0348 0.8520
27 H 6.2153 1.2956 0.2529
28 H 3.5789 0.0679 0.4300
29 H 4.6935 -0.4812 -0.8465
30 O 0.7069 1.1115 0.4429
31 C 0.0580 0.9547 1.4313
32 O 0.6562 0.6756 2.6475
33 C -0.3422 0.1831 3.5349
34 C -1.6580 0.8198 3.0961
35 C -1.4312 1.1149 1.5976
36 H -0.0288 0.4088 4.5569
37 H -0.4336 -0.9108 3.5131
38 H -1.8217 1.7792 3.5945
39 H -2.5242 0.1932 3.2971
40 H -1.6612 2.1382 1.3241
41 H -1.8900 0.3719 0.9475
42 O -0.9482 -1.8872 0.1261
43 C -2.0784 -2.0759 -0.2057
44 O -3.1123 -2.0161 0.6831
45 C -4.3779 -2.1174 -0.0191
46 C -4.0272 -2.8813 -1.3072
47 C -2.6027 -2.3990 -1.5766
48 H -4.6302 -1.0766 -0.2194
49 H -5.0267 -2.7554 0.5735
50 H -4.6639 -2.6586 -2.1602
51 H -4.0550 -3.9516 -1.0867
52 H -2.6073 -1.4780 -2.1728
53 H -1.9334 -3.1081 -2.0558

Cartesian forces (eV/Å) of the 2 atoms listed first:
-1.19 0.88 -1.29
0.35 -0.24 0.61

The value obtained for the molar mass is 478.4 g/mol. The net charge is -2. As for the LUMO energy: 4.10 eV. Its spin multiplicity is 1. The value obtained for the calculated total energy is -95081.83882 eV. For the energy relative to the best compared isomer or geometry (same formula, charge and spin), the calculation gives 0.000 eV. Its largest force on an atom is 0.0381 hartree/bohr.



What is the formula in the first record? C15H24NNiO7PSTe4



Which formula does entry 5 have? C15H25ClCuNO10